{
  "formula": "C51H46ClN4P2Tl",
  "method": "the ωB97M-V functional and the def2-TZVPD basis",
  "charge": 0,
  "e_homo_ha": [-0.20857, -0.22578],
  "homo_lumo_gap_ev": [5.05, 5.33],
  "symbols": ["Tl", "C", "C", "C", "C", "C", "C", "C", "C", "C", "C", "C", "N", "C", "C", "C", "C", "C", "C", "C", "C", "C", "C", "C", "C", "C", "N", "C", "C", "C", "C", "C", "C", "C", "C", "C", "C", "C", "C", "N", "C", "C", "N", "C", "C", "C", "C", "C", "C", "H", "H", "H", "H", "H", "H", "H", "H", "H", "H", "H", "H", "H", "H", "H", "H", "H", "H", "H", "H", "H", "H", "H", "H", "H", "H", "H", "H", "C", "P", "C", "C", "C", "P", "C", "C", "H", "H", "H", "H", "H", "H", "H", "H", "H", "H", "H", "H", "H", "H", "H", "H", "Cl", "C", "H", "H"],
  "coordinates": [[0.0452, -0.6957, 0.4066], [2.3967, 6.7443, 5.1837], [1.8014, 6.6597, 3.9346], [1.3851, 5.4416, 3.4477], [1.5098, 4.2608, 4.1992], [2.1165, 4.3706, 5.4530], [2.5535, 5.5919, 5.9327], [1.1394, 3.0125, 3.5551], [1.0399, 1.7081, 4.1016], [1.1441, 1.2481, 5.4222], [0.6293, -0.0207, 5.4765], [0.2898, -0.4431, 4.1673], [0.4878, 0.6455, 3.3493], [-0.0189, -1.8286, 3.9548], [0.2979, -2.6503, 2.8813], [0.4235, -4.1013, 2.9000], [1.1521, -4.4574, 1.8182], [1.4944, -3.2421, 1.1099], [2.5477, -3.0314, 0.2281], [3.3279, -4.2011, -0.2290], [2.8451, -5.0160, -1.2480], [3.5632, -6.1161, -1.6801], [4.7679, -6.4437, -1.0819], [5.2384, -5.6626, -0.0390], [4.5288, -4.5528, 0.3841], [3.0616, -1.6924, 0.0983], [2.2717, -0.6381, 0.3506], [3.0687, 0.4400, 0.6607], [2.5617, 1.5781, 1.2797], [3.5076, 2.6154, 1.7725], [4.3284, 2.2985, 2.8539], [5.1911, 3.2449, 3.3818], [5.2458, 4.5173, 2.8410], [4.4315, 4.8354, 1.7674], [3.5631, 3.8966, 1.2419], [0.1889, 0.8904, 1.9290], [-1.0003, 1.8561, 1.7845], [-0.5804, 3.1215, 1.8472], [0.8717, 3.0597, 2.1430], [1.2652, 1.7990, 1.5284], [4.4271, 0.0609, 0.4466], [4.4231, -1.2561, 0.0708], [0.8557, -2.2008, 1.7295], [-0.4176, -2.5980, 5.1742], [0.5510, -3.0586, 6.0635], [0.1986, -3.8453, 7.1443], [-1.1259, -4.2012, 7.3417], [-2.0940, -3.7534, 6.4602], [-1.7435, -2.9481, 5.3880], [2.7294, 7.6993, 5.5639], [1.6899, 7.5472, 3.3282], [0.9638, 5.3852, 2.4561], [2.2852, 3.4941, 6.0532], [3.0304, 5.6415, 6.9023], [1.5311, 1.7776, 6.2671], [0.5598, -0.6285, 6.3553], [0.0534, -4.7503, 3.6706], [1.4616, -5.4424, 1.5235], [1.8927, -4.7871, -1.7077], [3.1680, -6.7356, -2.4728], [5.3298, -7.3061, -1.4161], [6.1517, -5.9353, 0.4704], [4.8937, -3.9617, 1.2123], [4.2776, 1.3098, 3.2881], [5.8143, 2.9878, 4.2262], [5.9207, 5.2566, 3.2477], [4.4655, 5.8229, 1.3360], [2.9308, 4.1628, 0.4111], [-2.0074, 1.5001, 1.6539], [-1.1791, 4.0150, 1.8225], [5.2816, 0.6927, 0.5953], [5.2734, -1.8673, -0.1647], [1.5863, -2.7987, 5.8980], [0.9607, -4.1851, 7.8315], [-1.3961, -4.8329, 8.1768], [-3.1258, -4.0365, 6.6051], [-2.4975, -2.5953, 4.7005], [-0.3880, -2.9945, -3.0100], [0.6461, -1.6186, -2.3495], [2.2898, -1.9480, -3.1046], [0.1059, -0.2731, -3.5136], [0.7343, 1.0527, -3.1040], [0.1213, 1.6031, -1.4416], [1.0244, 3.1953, -1.3504], [-1.5570, 2.1975, -1.8980], [-0.2633, -3.1082, -4.0875], [-1.4317, -2.7752, -2.7831], [-0.1165, -3.9215, -2.5066], [2.1810, -2.1125, -4.1775], [2.7513, -2.8148, -2.6392], [2.9312, -1.0852, -2.9241], [-0.9848, -0.2011, -3.4772], [0.4040, -0.5460, -4.5336], [0.5212, 1.8362, -3.8405], [1.8216, 0.9484, -3.0187], [0.8146, 3.7998, -2.2321], [2.0891, 2.9753, -1.2966], [0.7169, 3.7244, -0.4511], [-1.5262, 2.7947, -2.8086], [-1.9471, 2.7947, -1.0775], [-2.2177, 1.3465, -2.0452], [-2.9332, -1.6334, 1.6113], [-2.0511, -1.5847, 0.0572], [-2.6959, -1.0485, -0.6359], [-1.9684, -2.6229, -0.2611]]
}

---

{
  "formula": "C51H46N6O3PSSbSe4Zr",
  "method": "the ωB97M-V functional and the def2-TZVPD basis",
  "charge": 0,
  "e_homo_ha": [-0.18555, -0.18556],
  "homo_lumo_gap_ev": [2.68, 2.68],
  "symbols": ["Zr", "C", "O", "C", "N", "C", "C", "C", "C", "C", "C", "C", "C", "C", "C", "C", "C", "N", "C", "N", "C", "C", "O", "C", "C", "C", "C", "C", "C", "H", "H", "H", "H", "H", "H", "H", "H", "H", "H", "H", "H", "H", "H", "H", "H", "H", "H", "H", "Se", "Sb", "Se", "Se", "Se", "N", "P", "C", "C", "C", "C", "C", "C", "C", "C", "C", "C", "C", "C", "C", "C", "C", "C", "C", "N", "H", "H", "H", "H", "H", "H", "H", "H", "H", "H", "H", "H", "H", "H", "H", "C", "C", "C", "C", "C", "C", "C", "O", "C", "C", "C", "H", "H", "H", "H", "H", "H", "H", "H", "H", "H", "H", "H", "S", "C", "N"],
  "coordinates": [[-0.7136, -0.3993, -0.1200], [-2.0782, -0.7116, 4.7722], [-0.6741, -1.0239, 4.5275], [-0.5287, -0.9383, 3.1960], [-1.5042, -0.5740, 2.4780], [-2.6759, -0.4265, 3.3747], [-3.7781, -1.3718, 2.9776], [-3.5488, -2.7458, 2.9780], [-4.4971, -3.6124, 2.4621], [-5.6919, -3.1121, 1.9571], [-5.9462, -1.7507, 2.0025], [-4.9878, -0.8830, 2.5125], [0.7553, -1.3554, 2.6176], [1.8454, -1.6276, 3.3864], [3.0357, -2.0634, 2.7628], [3.0147, -2.2522, 1.4087], [1.8456, -1.9878, 0.6822], [0.6973, -1.4975, 1.2584], [1.6635, -2.4143, -0.6770], [0.5193, -2.3087, -1.2355], [0.5932, -2.9362, -2.5575], [2.0763, -3.4069, -2.6241], [2.6662, -2.9874, -1.3648], [-0.3337, -4.1053, -2.7696], [-0.6079, -5.0129, -1.7544], [-1.3859, -6.1301, -2.0147], [-1.8867, -6.3536, -3.2898], [-1.6289, -5.4416, -4.3006], [-0.8603, -4.3167, -4.0364], [-2.1293, 0.1385, 5.4476], [-2.5335, -1.5797, 5.2406], [-3.0338, 0.6001, 3.3043], [-2.6065, -3.1410, 3.3482], [-4.2983, -4.6754, 2.4176], [-6.4085, -3.7816, 1.5008], [-6.8725, -1.3625, 1.6002], [-5.1722, 0.1853, 2.5259], [1.7730, -1.5095, 4.4585], [3.9225, -2.2705, 3.3451], [3.8683, -2.6442, 0.8712], [0.3687, -2.1812, -3.3091], [2.6465, -2.9588, -3.4367], [2.1450, -4.4894, -2.6858], [-0.2189, -4.8407, -0.7573], [-1.6315, -6.8143, -1.2142], [-2.5080, -7.2179, -3.4815], [-2.0367, -5.5966, -5.2915], [-0.6610, -3.5980, -4.8253], [-4.8611, -5.4555, -1.0482], [-4.2980, -3.2184, -1.8471], [-2.2096, -1.2953, -2.0299], [-2.3901, -2.2804, 0.0382], [-6.2750, -1.8541, -1.6819], [-1.5520, 2.5329, 1.6728], [-0.0121, 2.1163, 1.0708], [0.9576, 2.6929, 2.5125], [0.8966, 4.0359, 2.8971], [1.6049, 4.4815, 4.0003], [2.3997, 3.5982, 4.7255], [2.4832, 2.2716, 4.3385], [1.7629, 1.8249, 3.2339], [0.4131, 3.4688, -0.0766], [1.7512, 3.6511, -0.4239], [2.1214, 4.6480, -1.3130], [1.1514, 5.4857, -1.8522], [-0.1790, 5.3208, -1.4956], [-0.5490, 4.3142, -0.6119], [-2.7909, 2.1467, 1.1372], [-3.8615, 3.0308, 1.2502], [-5.0758, 2.6805, 0.6909], [-5.1891, 1.4546, 0.0628], [-4.0902, 0.6176, 0.0520], [-2.8987, 0.9428, 0.5731], [-1.5879, 3.4360, 2.1293], [0.3117, 4.7447, 2.3207], [1.5483, 5.5233, 4.2886], [2.9583, 3.9518, 5.5826], [3.1068, 1.5790, 4.8906], [1.8375, 0.7931, 2.9369], [2.5210, 3.0228, 0.0117], [3.1638, 4.7712, -1.5806], [1.4335, 6.2658, -2.5477], [-0.9425, 5.9583, -1.9217], [-1.5965, 4.1798, -0.3723], [-3.7242, 3.9811, 1.7515], [-5.9136, 3.3649, 0.7414], [-6.0999, 1.1105, -0.4066], [-4.1898, -0.3657, -0.3832], [6.5272, 2.0779, -4.1404], [5.3783, 1.5839, -3.3063], [4.1624, 1.2568, -3.8947], [3.0724, 0.8293, -3.1502], [1.7832, 0.5321, -3.8690], [3.2230, 0.7265, -1.7495], [2.1075, 0.4011, -0.8870], [0.9526, 0.1847, -1.2838], [4.4511, 1.0494, -1.1331], [4.6555, 0.9590, 0.3609], [5.5037, 1.4717, -1.9241], [6.4848, 1.6761, -5.1520], [7.4843, 1.8045, -3.6968], [6.4987, 3.1673, -4.2163], [4.0535, 1.3453, -4.9699], [1.9172, 0.6719, -4.9405], [0.9750, 1.1817, -3.5293], [1.4516, -0.4894, -3.6916], [2.2660, 0.5121, 0.1890], [4.4504, -0.0431, 0.7387], [4.0123, 1.6492, 0.9141], [5.6852, 1.2087, 0.6102], [6.4477, 1.7254, -1.4540], [-2.5683, 3.0482, -3.2312], [-1.8222, 2.0643, -2.1750], [-1.2872, 1.3606, -1.4034]]
}

---

In hartree/bohr, the largest force on an atom values for the records above are, in order, 0.040 0.048.